Entry 1:
This record from the OMol25 dataset describes a molecular structure, C26H37BN7O2Ta at a distorted geometry. The level of theory is ωB97M-V/def2-TZVPD.

Each line ends with the Löwdin charge.
Element x y z (Å)
Ta -0.414 -0.093 -0.174  2.11
C -3.672 2.540 -0.005  0.00
C -2.815 2.157 -1.166  -0.28
C -3.087 2.312 -2.535  0.07
C -1.936 1.953 -3.202  -0.23
C -1.630 1.965 -4.659  0.02
N -1.016 1.612 -2.265  0.01
N -1.569 1.708 -1.023  -0.05
B 0.525 1.776 -2.343  -0.49
N 0.974 2.322 -0.926  0.04
N 0.716 1.652 0.260  -0.11
C 1.090 2.435 1.284  -0.28
C 0.942 1.979 2.695  0.01
C 1.593 3.619 0.770  0.06
C 1.496 3.520 -0.614  -0.22
C 1.895 4.523 -1.643  0.01
N 1.182 0.397 -2.567  0.00
N 1.590 -0.171 -1.384  -0.06
C 2.801 -0.714 -1.612  -0.25
C 3.810 -1.179 -0.610  -0.01
C 3.095 -0.598 -2.978  0.06
C 2.075 0.114 -3.549  -0.24
C 1.906 0.577 -4.954  0.01
H -4.685 2.157 -0.107  0.09
H -3.745 3.629 0.018  0.11
H -3.238 2.227 0.942  0.08
H -3.994 2.691 -2.977  0.14
H -2.497 2.308 -5.217  0.10
H -1.368 0.965 -5.007  0.09
H -0.793 2.630 -4.877  0.09
H 0.834 2.540 -3.203  0.12
H 0.433 1.015 2.761  0.07
H 0.367 2.703 3.272  0.10
H 1.919 1.880 3.168  0.10
H 1.992 4.451 1.325  0.13
H 2.329 5.392 -1.156  0.10
H 1.033 4.848 -2.226  0.10
H 2.630 4.107 -2.331  0.10
H 3.558 -0.951 0.419  0.07
H 4.740 -0.653 -0.832  0.11
H 4.014 -2.243 -0.711  0.10
H 3.991 -0.947 -3.466  0.14
H 2.766 0.277 -5.547  0.10
H 1.812 1.662 -5.006  0.08
H 1.013 0.138 -5.401  0.09
C -4.201 -0.609 0.724  0.06
C -2.787 -0.458 0.346  -0.62
O -1.893 -0.073 1.221  -0.11
O -2.319 -0.741 -0.802  -0.08
H -4.542 0.282 1.245  0.10
H -4.269 -1.436 1.435  0.12
H -4.808 -0.822 -0.152  0.12
C -3.569 -5.439 -0.845  -0.07
N -2.424 -4.556 -0.871  -0.28
C -1.874 -4.180 -2.148  -0.07
C -2.215 -3.682 0.242  -0.16
C -0.752 -3.349 0.422  -0.17
C 0.065 -4.432 0.724  0.01
C 1.412 -4.282 1.014  0.00
C 1.991 -3.021 1.044  -0.05
C 1.207 -1.942 0.683  -0.18
C -0.136 -2.082 0.328  -0.22
H -3.383 -6.308 -1.475  0.09
H -4.499 -4.966 -1.196  0.09
H -3.741 -5.791 0.172  0.09
H -2.099 -4.953 -2.879  0.09
H -0.786 -4.077 -2.097  0.08
H -2.284 -3.231 -2.536  0.08
H -2.527 -4.205 1.151  0.14
H -2.828 -2.782 0.193  0.09
H -0.390 -5.414 0.760  0.14
H 2.005 -5.154 1.259  0.13
H 3.019 -2.884 1.346  0.12
H 1.646 -0.941 0.767  0.07

net charge: +2
F_max: 2.3 eV Å⁻¹
orbital gap: 4.82 eV
lowest unoccupied orbital energy: -7.95 eV
M: 671.39 g/mol

=====

Entry 2:
This record from the OMol25 dataset describes a gas-phase ion, C16H25N2O2S (charge +1). The level of theory is ωB97M-V/def2-TZVPD.

Each line ends with the Löwdin charge.
Element x y z (Å)
O -0.999 -0.071 -0.900  -0.02
C -0.185 -0.874 -0.395  -0.45
N -0.541 -2.078 0.101  0.10
H 0.225 -2.616 0.482  0.13
C -1.699 -2.919 -0.186  -0.15
H -1.419 -3.626 -0.976  0.13
H -1.892 -3.498 0.723  0.13
C -2.996 -2.236 -0.624  -0.14
H -3.691 -3.044 -0.856  0.13
C -3.627 -1.324 0.435  -0.11
N -3.289 0.091 0.183  -0.15
C -4.208 0.746 -0.767  -0.08
H -4.279 0.153 -1.678  0.14
C -3.669 2.144 -1.089  -0.16
O -3.558 2.912 0.082  -0.10
C -2.678 2.313 0.996  -0.17
H -2.642 2.967 1.868  0.14
C -3.174 0.918 1.398  -0.08
H -2.466 0.458 2.088  0.14
H -4.154 0.995 1.878  0.15
H -1.671 2.230 0.561  0.13
H -4.360 2.676 -1.743  0.14
H -2.692 2.054 -1.584  0.14
H -5.198 0.827 -0.308  0.15
H -2.292 0.062 -0.309  0.09
H -3.258 -1.599 1.425  0.14
H -4.714 -1.433 0.440  0.14
H -2.825 -1.683 -1.548  0.12
C 1.195 -0.491 -0.250  -0.42
C 2.316 -1.208 0.111  -0.04
C 3.488 -0.439 0.089  -0.25
C 3.257 0.864 -0.285  -0.46
S 1.600 1.161 -0.627  1.16
C 4.303 1.910 -0.415  -0.19
C 5.579 1.465 0.302  -0.19
C 5.926 0.028 -0.079  -0.19
H 5.992 -0.051 -1.166  0.12
C 4.857 -0.932 0.440  -0.14
H 4.932 -1.013 1.529  0.13
H 5.007 -1.932 0.027  0.12
H 6.895 -0.246 0.337  0.12
H 5.432 1.527 1.382  0.12
H 6.396 2.134 0.035  0.12
H 4.515 2.069 -1.478  0.13
H 3.943 2.861 -0.016  0.12
H 2.317 -2.254 0.367  0.12

net charge: +1
F_max: 0.9 eV Å⁻¹
orbital gap: 8.68 eV
lowest unoccupied orbital energy: -2.76 eV
M: 309.45 g/mol

=====

Entry 3:
This record from the OMol25 dataset describes a molecular structure, C22H56B3NO9S2 at a distorted geometry. The level of theory is ωB97M-V/def2-TZVPD.

Each line ends with the Löwdin charge.
Element x y z (Å)
C 1.199 0.339 -4.580  -0.09
C 0.743 -1.181 -4.639  -0.22
N 1.716 -2.131 -4.044  -0.19
C 2.796 -2.495 -4.973  -0.28
C 2.263 -3.305 -6.220  -0.08
C 2.203 -1.585 -2.832  -1.00
S 3.820 -1.331 -2.468  0.64
S 0.985 -1.089 -1.543  0.88
C 1.744 -1.449 0.094  -0.46
C 2.071 -0.152 0.933  -0.23
C 0.875 0.265 1.871  -0.07
B 1.303 0.691 3.350  -0.45
O 0.732 0.062 4.519  0.20
B -0.148 1.057 5.042  -0.27
O 0.176 2.415 4.724  0.19
B 1.625 2.418 4.734  -0.47
C 2.401 3.102 5.951  -0.06
C 3.528 4.118 5.535  -0.15
C 4.577 4.155 6.713  -0.24
O 3.977 4.796 7.840  -0.20
C 4.966 5.228 8.781  -0.11
O 2.232 1.743 3.643  0.26
H 0.690 0.862 -5.424  0.05
H 2.301 0.401 -4.679  0.07
H 0.825 0.815 -3.646  0.06
H 0.497 -1.392 -5.699  0.08
H -0.211 -1.293 -4.067  0.11
H 3.550 -3.153 -4.493  0.09
H 3.261 -1.549 -5.342  0.11
H 1.509 -4.067 -5.944  0.08
H 1.882 -2.623 -7.005  0.05
H 3.158 -3.811 -6.651  0.07
H 0.973 -2.019 0.666  0.08
H 2.617 -2.136 0.024  0.06
H 2.240 0.699 0.232  0.11
H 3.013 -0.269 1.518  0.11
H 0.320 1.142 1.445  0.12
H 0.100 -0.532 1.981  0.11
H -1.071 0.814 5.733  0.11
H 1.635 3.664 6.537  0.12
H 2.793 2.280 6.594  0.12
H 3.084 5.142 5.523  0.12
H 4.004 3.902 4.558  0.11
H 5.552 4.594 6.415  0.12
H 4.724 3.082 7.006  0.12
H 4.738 4.755 9.760  0.09
H 5.996 4.966 8.462  0.08
H 4.892 6.328 8.914  0.09
C -3.445 1.059 -0.311  -0.08
C -2.744 0.060 0.589  -0.30
O -1.581 -0.456 -0.055  -0.14
H -3.729 0.589 -1.254  0.08
H -4.342 1.456 0.169  0.08
H -2.781 1.893 -0.556  0.07
H -3.402 -0.778 0.812  0.08
H -2.446 0.527 1.536  0.11
H -0.999 0.287 -0.243  0.03
C -0.846 0.807 -8.930  -0.09
C 0.332 0.046 -8.357  -0.30
O -0.101 -1.166 -7.737  -0.10
H -1.566 1.042 -8.147  0.08
H -0.520 1.737 -9.396  0.06
H -1.370 0.204 -9.678  0.07
H 0.837 0.642 -7.598  0.09
H 1.055 -0.200 -9.142  0.11
H -0.537 -1.697 -8.409  0.09
C -4.698 -4.130 2.793  -0.09
C -4.366 -2.937 1.918  -0.33
O -4.925 -1.750 2.473  -0.09
H -5.780 -4.246 2.888  0.08
H -4.281 -5.049 2.377  0.08
H -4.303 -3.990 3.803  0.06
H -4.781 -3.069 0.918  0.12
H -3.282 -2.809 1.828  0.11
H -4.549 -1.635 3.350  0.08
C 1.365 4.201 -6.373  -0.08
C 0.797 3.937 -7.754  -0.32
O -0.592 3.624 -7.677  -0.10
H 1.225 3.331 -5.729  0.06
H 2.431 4.432 -6.425  0.08
H 0.848 5.038 -5.896  0.07
H 1.301 3.087 -8.218  0.10
H 0.927 4.810 -8.401  0.11
H -1.037 4.377 -7.278  0.08
C -5.777 -5.517 7.745  -0.09
C -5.196 -5.616 6.347  -0.32
O -3.993 -4.857 6.257  -0.09
H -5.982 -4.476 8.000  0.08
H -6.703 -6.089 7.826  0.07
H -5.067 -5.895 8.486  0.07
H -5.897 -5.219 5.612  0.11
H -4.978 -6.657 6.088  0.11
H -3.376 -5.219 6.900  0.08

net charge: 0
F_max: 2.5 eV Å⁻¹
ΔE to the lowest compared entry with this formula, charge and spin: 2.4013 eV
orbital gap: 8.30 eV
lowest unoccupied orbital energy: 0.40 eV
M: 575.26 g/mol

=====

Entry 4:
This record from the OMol25 dataset describes C7H9N3O3 in the gas phase at a distorted geometry. The level of theory is ωB97M-V/def2-TZVPD.

Each line ends with the Löwdin charge.
Element x y z (Å)
C 1.774 0.122 -0.094  -0.33
C 0.938 1.141 -0.373  0.18
C -0.068 -1.141 -0.095  -0.41
C -2.671 0.476 0.664  -0.06
C -2.082 0.058 -0.654  -0.26
C 3.184 0.481 0.288  0.01
C -0.674 -2.412 0.405  0.00
N 1.261 -1.076 0.012  0.13
N -0.701 -0.208 -0.700  0.17
N 0.672 2.329 -1.006  -0.40
O -0.517 2.509 -1.283  0.05
O 1.529 3.232 -1.066  0.06
O -2.979 -0.763 0.103  -0.04
H -2.056 0.404 1.467  0.09
H -3.568 1.037 0.737  0.11
H -2.342 0.461 -1.607  0.14
H 3.226 0.228 1.329  0.08
H 3.944 -0.207 -0.080  0.09
H 3.412 1.558 0.230  0.09
H -0.138 -3.260 -0.103  0.11
H -0.380 -2.491 1.484  0.10
H -1.765 -2.477 0.341  0.07

net charge: 0
F_max: 3.5 eV Å⁻¹
ΔE to the lowest compared entry with this formula, charge and spin: 9.1228 eV
orbital gap: 8.56 eV
lowest unoccupied orbital energy: -0.85 eV
M: 183.17 g/mol

=====

Entry 5:
This record from the OMol25 dataset describes a molecular structure, C34H40IrN4O3P2 at a distorted geometry. The level of theory is ωB97M-V/def2-TZVPD.

Each line ends with the Löwdin charge.
Element x y z (Å)
Ir -0.258 -0.459 -0.842  0.87
C 2.219 0.990 -2.959  -0.12
C 1.991 2.190 -2.399  -0.14
C 1.104 3.234 -3.000  -0.18
C -0.103 2.593 -3.743  -0.14
C -0.698 1.312 -3.183  -0.10
C -0.308 -0.005 -3.324  -0.21
C 0.726 -0.458 -4.341  -0.16
C 1.906 0.518 -4.351  -0.15
C -1.792 -1.695 -0.053  -0.28
H 2.750 0.211 -2.408  0.06
H 2.649 2.563 -1.593  0.11
H 1.634 3.852 -3.738  0.14
H 0.833 3.978 -2.241  0.10
H -0.897 3.362 -3.746  0.12
H 0.204 2.436 -4.791  0.12
H -1.755 1.464 -2.927  0.07
H -1.065 -0.793 -3.196  0.08
H 0.299 -0.481 -5.365  0.14
H 1.021 -1.511 -4.148  0.12
H 2.774 -0.033 -4.746  0.13
H 1.736 1.352 -5.058  0.12
H -1.641 -2.737 -0.411  0.03
H -2.815 -1.364 -0.295  -0.03
H -1.826 -1.747 1.031  0.00
P -1.598 1.260 -0.213  1.01
P 1.612 0.388 0.167  1.06
N -3.120 1.032 -1.432  -0.16
N -2.714 1.678 1.143  -0.22
N 2.827 -0.784 -0.570  -0.24
N 2.403 0.202 1.842  -0.16
C -0.349 2.573 -0.126  -0.35
C 1.000 2.182 0.546  -0.29
C -3.284 -0.129 -2.200  -0.10
C -4.370 0.009 -3.050  0.03
C -4.856 1.333 -2.874  0.03
C -4.055 1.952 -1.909  0.01
C -3.812 0.876 1.490  -0.13
C -4.706 1.639 2.257  -0.04
C -4.114 2.941 2.431  -0.05
C -2.918 2.932 1.730  -0.14
C 2.338 -1.725 -1.487  -0.22
C 3.417 -2.341 -2.124  -0.05
C 4.606 -1.760 -1.600  -0.04
C 4.222 -0.768 -0.710  -0.13
C 3.659 -0.230 2.282  -0.12
C 3.796 0.014 3.658  -0.06
C 2.579 0.636 4.087  -0.06
C 1.762 0.716 2.972  -0.21
H -0.794 3.386 0.448  0.06
H -0.189 2.966 -1.141  0.05
H 1.821 2.851 0.252  0.08
H 0.877 2.293 1.645  0.07
H -2.622 -0.998 -2.127  0.08
H -4.749 -0.806 -3.663  0.14
H -5.727 1.750 -3.387  0.14
H -4.092 2.950 -1.480  0.15
H -3.839 -0.157 1.162  0.09
H -5.657 1.333 2.617  0.09
H -4.532 3.773 2.969  0.11
H -2.186 3.714 1.616  0.09
H 1.253 -1.841 -1.627  0.04
H 3.336 -3.157 -2.823  0.11
H 5.631 -2.049 -1.835  0.12
H 4.825 -0.144 -0.066  0.11
H 4.381 -0.689 1.635  0.07
H 4.659 -0.235 4.260  0.10
H 2.285 1.023 5.061  0.11
H 0.786 1.168 2.922  0.08
O 0.888 -4.445 2.035  0.17
C 0.481 -4.075 3.252  -0.19
C 0.475 -5.032 4.292  0.06
C 0.045 -4.655 5.564  0.00
C -0.417 -3.337 5.797  0.03
C -0.387 -2.397 4.766  0.04
C 0.068 -2.742 3.503  -0.01
C 0.069 -1.704 2.406  -0.56
O -0.417 -0.568 2.627  -0.03
O 0.589 -2.101 1.285  -0.13
H 0.748 -3.584 1.443  0.10
H 0.817 -6.040 4.042  0.15
H 0.075 -5.401 6.372  0.13
H -0.793 -3.079 6.794  0.14
H -0.724 -1.371 4.901  0.14

spin multiplicity: 6
net charge: +2
F_max: 4.0 eV Å⁻¹
ΔE to the lowest compared entry with this formula, charge and spin: 0.2641 eV
orbital gap (spin up / spin down): 5.66 / 3.36 eV
lowest unoccupied orbital energy (spin up / spin down): -6.06 / -9.03 eV
M: 806.88 g/mol